Density functional theory data (wB97M-V/def2-TZVPD) for an isolated molecule of C4H10OSi at a distorted geometry.

The calculation puts the HOMO-LUMO gap at 9.6 eV. The energy relative to the best compared isomer or geometry (same formula, charge and spin) is 116.12 kJ/mol. As for the multiplicity: 1. Its charge is 0. The LUMO energy is 0.7 eV. Its SMILES is C[Si](C)(C)C=O. As for the HOMO energy: -0.3277 Eh.

Each line ends with the Löwdin charge.
Geometry (Å):
C 1.821 0.651 -0.904  -0.33
C -1.493 1.086 -0.601  -0.19
C 0.106 -1.511 -0.746  -0.21
C 0.131 0.062 2.085  -0.18
O 2.930 0.698 -0.453  -0.01
Si 0.176 0.181 0.129  0.70
H 1.628 0.568 -1.938  0.05
H -1.488 1.330 -1.683  0.02
H -2.276 0.352 -0.453  0.00
H -1.928 1.927 -0.064  0.00
H 1.163 -1.762 -0.845  0.02
H -0.555 -2.317 -0.337  0.05
H -0.343 -1.332 -1.721  0.02
H 0.957 -0.469 2.549  0.02
H -0.014 0.973 2.627  0.00
H -0.816 -0.438 2.355  0.03